Model P:
The ion C3H6Br2N3 with charge +1. Source: the OMol25 dataset; level of theory: ωB97M-V with the def2-TZVPD basis set.

Cartesian coordinates (Å):
Br: 2.71855 -0.12982 2.30565
N: 1.35078 0.10847 1.06296
C: 1.48690 0.24008 -0.23417
N: 0.49501 0.26019 -1.03789
C: -0.88082 0.09339 -0.60945
N: -0.92236 0.87179 0.85693
Br: -2.74896 0.84177 1.48030
C: 0.03323 0.18978 1.66407
H: 2.49133 0.19808 -0.59953
H: 0.66097 0.48993 -1.94329
H: -0.83908 -0.96356 -0.25953
H: -1.68721 0.57125 -1.24333
H: -0.09543 -0.92399 1.97604
H: -0.00079 0.72821 2.60799

## Properties
- gap between HOMO and LUMO (eV) = 8.82
- LUMO (eV) = -4.73
- SMILES string = BrN1C=[NH+]CN(Br)C1
- net charge = +1

Now the Löwdin charges, all in e: Br 0.928; N -0.472; C -0.149; N 0.088; C -0.092; N -0.483; Br 0.749; C -0.407; H 0.158; H 0.130; H 0.136; H 0.146; H 0.156; H 0.111

***

Model Q:
The ion C3H6Br2N3 with charge +1. Source: the OMol25 dataset; level of theory: ωB97M-V with the def2-TZVPD basis set.

Cartesian coordinates (Å):
C: -0.62472 0.80022 -0.08374
N: -0.48396 -0.59229 -0.43995
C: 0.52947 -1.41110 -0.38542
N: 1.77549 -1.22377 0.00776
Br: 2.91350 -2.80789 0.02249
C: 2.45347 -0.05489 0.43408
N: 3.11795 0.58893 -0.42820
Br: 4.08858 2.05791 -0.01616
H: 0.29830 1.19506 0.33196
H: -1.42896 0.90296 0.64552
H: -0.88953 1.38101 -0.96919
H: -1.35187 -1.00076 -0.76545
H: 0.32039 -2.43286 -0.69372
H: 2.44812 0.10824 1.51567

## Properties
- gap between HOMO and LUMO (eV) = 8.36
- LUMO (eV) = -5.38
- SMILES string = C/[NH+]=C\N(Br)/C=N/Br
- net charge = +1

Now the Löwdin charges, all in e: C -0.012; N 0.040; C -0.165; N -0.385; Br 0.851; C -0.421; N -0.424; Br 0.772; H 0.079; H 0.109; H 0.111; H 0.169; H 0.139; H 0.136

***

Relative energies in hartree: model P 0.0205; model Q 0.0000

***

Model P:
A structure of composition C12H13NO2. Source: the OMol25 dataset; level of theory: ωB97M-V with the def2-TZVPD basis set.

Cartesian coordinates (Å):
C: 4.54348 0.56956 0.44959
C: 3.40837 0.82068 1.21072
C: 4.52674 -0.42502 -0.51928
C: 2.25142 0.09955 1.00298
C: 3.38025 -1.15393 -0.74035
C: 2.22070 -0.88455 0.00768
C: -0.66203 -0.83752 0.18188
C: -1.66215 -1.78312 0.32860
C: -0.70940 0.61231 -0.02917
C: -3.07610 -1.17977 0.13495
C: -2.07074 0.96704 -0.64812
C: -3.15987 0.33822 0.20922
N: 1.09459 -1.62475 -0.22829
O: -1.55345 -2.97707 0.57970
O: 1.08407 -2.67790 -0.85111
H: 5.44140 1.14214 0.61958
H: 3.43314 1.57706 1.97964
H: 5.41155 -0.62933 -1.10348
H: 1.38170 0.25014 1.62029
H: 3.33553 -1.93262 -1.48745
H: -0.62180 1.15291 0.92226
H: 0.10602 0.94849 -0.67272
H: -3.38922 -1.51790 -0.85703
H: -3.73103 -1.65166 0.86823
H: -2.17756 2.05194 -0.68924
H: -2.12749 0.57552 -1.66462
H: -4.14587 0.65851 -0.13363
H: -3.04051 0.66970 1.24259

## Properties
- gap between HOMO and LUMO (alpha / beta) (eV) = 5.91 / 8.92
- LUMO (alpha / beta) (eV) = -1.57 / -0.10
- net charge = 0

Now the Löwdin charges, all in e: C -0.090; C -0.082; C -0.081; C -0.032; C -0.008; C -0.242; C 0.127; C -0.419; C -0.183; C -0.109; C -0.188; C -0.204; N -0.087; O 0.095; O 0.016; H 0.099; H 0.103; H 0.105; H 0.102; H 0.112; H 0.124; H 0.124; H 0.128; H 0.121; H 0.114; H 0.123; H 0.113; H 0.118

***

Model Q:
A cluster of 2 separate species, C12H13NO2 in total. Source: the OMol25 dataset; level of theory: ωB97M-V with the def2-TZVPD basis set.

Cartesian coordinates (Å):
C: -0.34112 -1.30210 1.52053
C: -2.41899 2.30085 -1.20697
C: -2.84125 1.56338 -0.11050
C: -1.24963 1.97705 -1.91528
C: -2.05860 0.50741 0.40086
C: -0.38465 0.96729 -1.40819
C: -0.77463 0.23797 -0.25279
C: 2.30497 -2.41352 -2.15048
C: 1.23352 -1.97691 -1.47585
C: 1.37184 -1.20806 -0.16464
C: 1.04879 0.92943 1.99589
C: 0.17646 -0.54450 0.43187
N: -0.61016 -1.79996 2.52340
O: 1.93829 0.13479 2.54645
O: -0.13264 1.23489 2.61806
H: -2.94736 3.22661 -1.16767
H: -3.69023 1.78025 0.51037
H: -1.09762 2.38154 -2.89464
H: -2.30403 -0.32977 1.00574
H: 0.47186 0.80301 -1.95761
H: 2.40949 -2.96526 -3.13457
H: 3.23124 -2.09815 -1.76987
H: 0.26411 -2.23626 -1.76391
H: 2.39624 -0.65146 -0.06576
H: 1.68218 -1.96643 0.63189
H: 1.36427 1.60151 1.23646
H: 1.47474 -0.41796 3.21464
H: -0.51711 0.26436 2.80257

## Properties
- gap between HOMO and LUMO (alpha / beta) (eV) = 7.79 / 7.79
- LUMO (alpha / beta) (eV) = 0.20 / 0.20
- net charge = 0

Now the Löwdin charges, all in e: C -0.281; C -0.108; C -0.085; C -0.058; C -0.008; C -0.009; C -0.203; C -0.003; C -0.160; C -0.180; C -0.240; C -0.299; N 0.180; O 0.093; O 0.021; H 0.090; H 0.097; H 0.091; H 0.087; H 0.080; H 0.079; H 0.028; H 0.083; H 0.147; H 0.135; H 0.151; H 0.140; H 0.133

***

Relative energies in hartree: model P 0.0189; model Q 0.0000

***

Model P:
A cluster of 2 separate species, C6H13NO3 in total. Source: the OMol25 dataset; level of theory: ωB97M-V with the def2-TZVPD basis set.

Cartesian coordinates (Å):
C: -2.78145 -0.37443 -1.10641
C: -2.13353 0.07347 -0.03899
C: -2.75558 0.90649 1.03123
C: -0.67980 -0.62828 0.28536
O: -0.27100 -1.53305 -0.41564
O: -0.41824 -0.55038 1.58157
H: -3.84475 -0.23140 -1.23597
H: -2.32297 -1.08218 -1.77952
H: -2.14966 1.79429 1.21165
H: -3.77942 1.17939 0.77870
H: -2.81578 0.35946 1.97218
H: 0.54130 -0.70845 1.75863
C: 1.60386 0.74794 -1.51247
N: 1.64783 0.63567 -0.06139
C: 2.77351 -0.36788 0.41446
O: 2.11172 -1.34820 1.17046
H: 2.53727 0.51793 -2.04020
H: 0.86358 0.06068 -1.91775
H: 1.36902 1.78172 -1.75751
H: 1.94785 1.50940 0.35159
H: 3.45114 0.13002 1.11212
H: 3.37033 -0.83638 -0.38637
H: 1.73475 -2.03581 0.58426

## Properties
- gap between HOMO and LUMO (eV) = 10.40
- LUMO (eV) = 0.87
- SMILES string = C=C(C)C(=O)O.CNCO
- net charge = 0

Now the Löwdin charges, all in e: C 0.058; C -0.230; C -0.076; C -0.476; O 0.046; O 0.076; H 0.066; H 0.065; H 0.082; H 0.077; H 0.081; H 0.095; C -0.140; N -0.080; C -0.203; O -0.092; H 0.072; H 0.066; H 0.079; H 0.094; H 0.115; H 0.123; H 0.103

***

Model Q:
The molecule C6H13NO3. Source: the OMol25 dataset; level of theory: ωB97M-V with the def2-TZVPD basis set.

Cartesian coordinates (Å):
C: 2.19413 0.09447 -0.46967
C: 1.11085 -0.70841 0.41685
N: 0.21415 -1.65147 -0.15372
C: -0.66864 -0.92214 -1.23898
C: -1.52803 0.20603 -0.56520
O: -2.65289 -0.41376 0.12742
C: -0.64896 1.12884 0.46073
O: -0.05092 2.00203 -0.41332
C: 0.35997 0.30272 1.26778
O: -0.43790 -0.53231 2.09979
H: 2.54469 0.86106 0.11218
H: 1.73161 0.56017 -1.35040
H: 3.03169 -0.56207 -0.79320
H: 1.61656 -1.22367 1.20623
H: 0.67821 -2.39747 -0.60347
H: -1.41428 -1.69174 -1.69351
H: 0.00581 -0.47691 -1.98249
H: -2.00047 0.98633 -1.24487
H: -3.30453 0.32789 0.14986
H: -1.36453 1.60159 1.24105
H: 0.50596 2.63798 -0.01498
H: 0.98162 1.07074 1.84028
H: -0.90410 -1.19988 1.60164

## Properties
- gap between HOMO and LUMO (eV) = 9.93
- LUMO (eV) = 0.68
- SMILES string = C[C@@H]1NC[C@@H](O)[C@H](O)[C@H]1O
- net charge = 0

Now the Löwdin charges, all in e: C -0.019; C -0.351; N 0.003; C -0.071; C -0.253; O -0.071; C -0.303; O -0.012; C -0.300; O -0.035; H 0.028; H 0.062; H 0.082; H 0.134; H 0.095; H 0.145; H 0.098; H 0.157; H 0.106; H 0.174; H 0.087; H 0.178; H 0.069

***

Model R:
A cluster of 2 separate species, C6H13NO3 in total. Source: the OMol25 dataset; level of theory: ωB97M-V with the def2-TZVPD basis set.

Cartesian coordinates (Å):
C: -1.29004 -1.02944 0.60449
N: -0.46119 -0.36394 -0.39566
C: 0.87873 -0.93002 -0.58102
C: 1.72701 -0.85937 0.67946
C: 0.81533 -2.32364 -1.18390
O: 1.61778 -3.19706 -0.96289
H: -0.91951 -0.81490 1.61567
H: -2.31092 -0.63233 0.56002
H: -1.31337 -2.12227 0.46280
H: -0.92350 -0.22974 -1.45461
H: 1.36398 -0.33068 -1.37284
H: 1.69996 0.15683 1.09341
H: 1.36395 -1.55304 1.45025
H: 2.76228 -1.13409 0.44629
H: -0.01569 -2.47892 -1.91146
C: -0.73118 2.46760 0.92331
C: -0.03780 2.18358 -0.38963
O: 0.95806 2.81183 -0.71148
O: -0.94122 1.69131 -1.54061
H: -0.02503 2.33778 1.75244
H: -1.07083 3.51155 0.91281
H: -1.57508 1.78711 1.08863
H: -1.57172 1.05185 -1.08548

## Properties
- gap between HOMO and LUMO (eV) = 9.70
- LUMO (eV) = 0.46
- SMILES string = CN[C@@H](C)C=O.CC(=O)O
- net charge = 0

Now the Löwdin charges, all in e: C -0.112; N -0.167; C -0.377; C -0.042; C -0.232; O 0.066; H 0.085; H 0.083; H 0.084; H 0.184; H 0.159; H 0.080; H 0.084; H 0.090; H 0.128; C -0.008; C -0.429; O 0.087; O -0.085; H 0.091; H 0.100; H 0.067; H 0.065

***

Model S:
The molecule C6H13NO3. Source: the OMol25 dataset; level of theory: ωB97M-V with the def2-TZVPD basis set.

Cartesian coordinates (Å):
H: -0.31031 -2.19365 1.65891
N: -1.15491 -2.67671 1.36057
C: -1.59935 -2.21432 0.26080
O: -2.74457 -2.72331 -0.21990
C: -1.20620 -0.97145 -0.49136
C: -0.00558 -0.22382 0.05656
O: -0.34522 0.33103 1.31255
C: 0.43812 0.86961 -0.90142
O: 1.51138 1.54397 -0.30014
C: 1.93082 2.69394 -1.00302
C: 3.10544 3.31827 -0.28494
H: -3.37982 -2.72858 0.54286
H: -2.07768 -0.30001 -0.52794
H: -1.01368 -1.27295 -1.53223
H: 0.84180 -0.92440 0.17744
H: 0.35536 0.94548 1.55752
H: -0.40075 1.56657 -1.08799
H: 0.74012 0.42821 -1.86850
H: 1.09045 3.40857 -1.07279
H: 2.21055 2.41394 -2.03500
H: 3.43326 4.21794 -0.82238
H: 2.82747 3.60742 0.73792
H: 3.94936 2.61650 -0.23681

## Properties
- gap between HOMO and LUMO (eV) = 10.91
- LUMO (eV) = 0.79
- SMILES string = [H]/N=C(/O)C[C@H](O)COCC
- net charge = 0

Now the Löwdin charges, all in e: H 0.047; N 0.170; C -0.500; O 0.030; C -0.075; C -0.385; O -0.011; C -0.192; O -0.155; C -0.289; C -0.076; H 0.140; H 0.142; H 0.136; H 0.156; H 0.094; H 0.142; H 0.139; H 0.125; H 0.124; H 0.079; H 0.080; H 0.081

***

Relative energies in hartree: model P 0.0308; model Q 0.0419; model R 0.0581; model S 0.0000

***

Model P:
A cluster of 2 separate species, C3H12N2OS in total. Source: the OMol25 dataset; level of theory: ωB97M-V with the def2-TZVPD basis set.

Cartesian coordinates (Å):
N: -1.63904 1.41872 -0.49688
C: -0.33695 0.92203 0.02502
C: -0.33996 -0.61900 0.03019
N: -1.48179 -1.18584 0.77164
C: 0.98068 -1.13200 0.60526
S: 1.02634 -2.96514 0.44624
H: -1.40297 2.18011 -1.13730
H: -1.97685 0.70716 -1.14147
H: 0.42979 1.21260 -0.70179
H: -0.03114 1.29943 0.98411
H: -0.29877 -0.95329 -1.00983
H: -1.77563 -0.53766 1.48210
H: -2.20440 -1.41739 0.11111
H: 1.82846 -0.68063 0.11756
H: 0.95934 -1.01606 1.68609
H: 2.29624 -3.09667 0.81509
O: 0.71096 5.35193 -1.39222
H: 0.57203 6.27747 -1.61477
H: 1.22435 5.01169 -2.14153

## Properties
- gap between HOMO and LUMO (eV) = 9.30
- LUMO (eV) = 0.65
- SMILES string = NC[C@H](N)CS.O
- net charge = 0

Now the Löwdin charges, all in e: N -0.007; C -0.252; C -0.505; N 0.044; C -0.526; S 0.682; H 0.062; H 0.054; H 0.107; H 0.105; H 0.125; H 0.075; H 0.067; H 0.071; H 0.066; H -0.170; O -0.067; H 0.030; H 0.036

***

Model Q:
A cluster of 2 separate species, C3H12N2OS in total. Source: the OMol25 dataset; level of theory: ωB97M-V with the def2-TZVPD basis set.

Cartesian coordinates (Å):
N: -0.34018 -1.81625 -0.50544
C: 0.07174 -0.91177 0.59557
C: -0.47782 0.49217 0.38739
N: -0.14322 1.07623 -0.87782
C: -0.02994 1.31720 1.66264
S: -0.94911 2.90004 1.72743
H: -1.19219 -1.45582 -0.92230
H: -0.53237 -2.75128 -0.22606
H: 1.16656 -0.86269 0.56084
H: -0.24188 -1.36922 1.52820
H: -1.56269 0.46035 0.55739
H: -0.93065 1.14799 -1.52403
H: 0.55525 0.50030 -1.34841
H: 1.03655 1.48741 1.54477
H: -0.28951 0.71894 2.52724
H: -1.77338 2.72078 0.68132
O: 1.99723 -0.90808 -2.32723
H: 2.07555 -1.06857 -1.37553
H: 1.56008 -1.67772 -2.66597

## Properties
- gap between HOMO and LUMO (eV) = 9.58
- LUMO (eV) = 0.72
- SMILES string = NC[C@H](N)CS.O
- net charge = 0

Now the Löwdin charges, all in e: N -0.005; C -0.248; C -0.509; N 0.058; C -0.516; S 0.678; H 0.068; H 0.054; H 0.105; H 0.111; H 0.122; H 0.086; H 0.045; H 0.070; H 0.057; H -0.157; O -0.059; H 0.017; H 0.023

***

Relative energies in hartree: model P 0.0043; model Q 0.0000